(1)
# C3H4AlLiO4

C3H4AlLiO4 as an isolated structure in a non-equilibrium geometry (the ωB97M-V functional and the def2-TZVPD basis, OMol25).

```
13
Properties=species:S:1:pos:R:3:lowdin_charge:R:1
O 1.139 0.384 -0.987 0.0151
O -0.834 0.925 0.605 -0.0524
C -2.030 0.176 0.418 -0.0639
C -1.573 -1.240 0.033 -0.0713
O -0.367 -1.161 -0.698 0.1174
C 0.523 -0.293 -0.067 -0.6596
H -2.609 0.147 1.342 0.1983
H -2.655 0.600 -0.368 0.1910
H -2.349 -1.721 -0.564 0.1722
H -1.415 -1.837 0.934 0.1732
O 1.495 -0.874 0.738 0.1049
Li -0.133 2.055 -0.670 0.8086
Al 1.914 0.956 0.589 1.0664
```

Output
Energy above the lowest of the compared OMol25 structures with the same formula, charge and spin ... 1.711 eV
Charge ... +2
Frontier orbital gap (alpha / beta) ... 8.08 / 5.11 eV
2S+1 ... 1

=====

(2)
# C14H26FN3OP

A 3-piece molecular cluster, C14H26FN3OP overall in a non-equilibrium geometry (the ωB97M-V functional and the def2-TZVPD basis, OMol25).

```
46
Properties=species:S:1:pos:R:3:lowdin_charge:R:1
C 0.841 -2.455 -1.201 -0.0360
C -0.314 -1.958 -0.747 -0.2910
C -1.487 -1.592 -1.590 -0.3306
P -2.753 -3.066 -1.544 0.6113
O -2.157 -3.580 -3.336 -0.2231
C -1.704 -4.734 -3.469 -0.5914
N -1.281 -5.804 -3.618 0.0595
C -4.151 -2.058 -2.395 -0.4810
C -5.422 -2.041 -1.554 -0.1303
F -3.815 -0.724 -2.740 -0.1167
H 1.095 -2.371 -2.255 0.0528
H 1.517 -2.958 -0.516 0.0252
H -0.429 -1.802 0.328 0.0785
H -1.139 -1.441 -2.615 0.0711
H -1.958 -0.694 -1.186 0.0642
H -3.708 -4.171 -1.614 -0.0023
H -1.752 -3.951 -1.026 -0.0103
H -3.181 -2.706 -0.207 -0.0067
H -4.354 -2.576 -3.338 0.0930
H -5.347 -2.782 -0.748 0.0396
H -6.309 -2.301 -2.139 0.0596
H -5.557 -1.060 -1.095 0.0680
C 3.116 0.899 2.529 -0.1140
C 4.121 -0.125 2.016 -0.2583
C 3.462 -1.124 1.059 -0.1908
C 2.391 -1.866 1.720 -0.2628
N 1.563 -2.424 2.284 0.1650
H 2.323 0.410 3.096 0.0702
H 3.593 1.631 3.182 0.0701
H 2.668 1.430 1.690 0.0399
H 4.574 -0.661 2.853 0.1069
H 4.929 0.382 1.486 0.1058
H 4.186 -1.844 0.673 0.1180
H 3.028 -0.602 0.203 0.1179
C 1.666 5.942 2.272 -0.1128
C 0.595 5.677 1.222 -0.2631
C 0.492 4.197 0.840 -0.1845
C 1.742 3.690 0.277 -0.2415
N 2.718 3.280 -0.163 0.1552
H 2.656 5.672 1.902 0.0703
H 1.689 6.998 2.542 0.0689
H 1.476 5.367 3.180 0.0759
H 0.803 6.265 0.325 0.1100
H -0.378 6.001 1.596 0.1061
H -0.296 4.038 0.103 0.1217
H 0.249 3.592 1.716 0.1223
```

Output
Charge ... -1
Frontier orbital gap ... 6.57 eV
2S+1 ... 1

=====

(3)
# CHNO3S

A 2-piece molecular cluster, CHNO3S overall in a non-equilibrium geometry (the ωB97M-V functional and the def2-TZVPD basis, OMol25).

```
7
Properties=species:S:1:pos:R:3:lowdin_charge:R:1
C 0.313 -0.267 0.098 0.2134
N 1.137 -1.074 0.149 -0.1759
O 0.880 -1.550 -2.390 -0.4633
O 3.191 -0.695 -2.308 -0.4323
O 1.972 -2.011 0.126 -0.1024
S 2.317 -1.843 -2.316 0.8948
H -0.262 0.561 0.126 0.0657
```

Output
Energy above the lowest of the compared OMol25 structures with the same formula, charge and spin ... 3.218 eV
Frontier orbital gap ... 10.46 eV
2S+1 ... 1

=====

(4)
# C8H21N4O

A 2-piece molecular cluster, C8H21N4O overall in a non-equilibrium geometry (the ωB97M-V functional and the def2-TZVPD basis, OMol25).

```
34
Properties=species:S:1:pos:R:3:lowdin_charge:R:1
C -2.110 -0.406 -0.204 -0.6067
C 2.807 -1.523 -1.048 -0.0224
C 0.617 1.699 -1.242 -0.0349
C -4.459 -1.142 -0.514 -0.0557
C 0.971 -1.194 1.349 0.0388
C 1.660 1.061 1.581 0.0415
C 2.779 -0.342 -0.110 -0.1790
C 0.517 0.380 -0.592 -0.1066
N -1.387 1.851 0.484 -0.0053
N -3.455 -0.164 -0.062 -0.0259
N -1.270 0.474 0.379 0.0131
N 1.467 -0.006 0.497 -0.2830
O -1.665 -1.428 -0.712 0.0338
H 2.194 -1.443 -1.871 0.0623
H 3.853 -1.537 -1.358 0.1104
H 2.627 -2.453 -0.622 0.0702
H -0.066 1.500 -2.083 0.1139
H 1.677 1.978 -1.414 0.1096
H 0.055 2.400 -0.602 0.0681
H -5.269 -1.021 0.186 0.0771
H -4.539 -0.870 -1.632 0.1261
H -3.953 -2.097 -0.244 0.0954
H 0.554 -0.570 2.194 0.1057
H 0.043 -1.739 1.067 0.1099
H 1.834 -1.827 1.581 0.1143
H 2.290 1.838 1.045 0.1316
H 0.716 1.531 1.765 0.0835
H 2.193 0.469 2.302 0.1062
H 3.224 0.507 -0.570 0.1259
H 3.276 -0.720 0.708 0.1008
H 0.122 -0.424 -1.146 0.0953
H -1.485 2.099 1.437 0.0942
H -2.004 2.312 -0.235 0.1396
H -3.812 0.807 -0.314 0.1523
```

Output
Energy above the lowest of the compared OMol25 structures with the same formula, charge and spin ... 3.204 eV
Charge ... +1
Frontier orbital gap ... 9.80 eV
2S+1 ... 1

=====

(5)
# C19H28F5GdO3Te

C19H28F5GdO3Te as an isolated structure in a non-equilibrium geometry (the ωB97M-V functional and the def2-TZVPD basis, OMol25).

```
57
Properties=species:S:1:pos:R:3:lowdin_spin:R:1
O -0.353 0.026 -2.000 -0.0247
C 0.898 -0.640 -2.718 -0.0017
C 0.664 0.089 -4.018 -0.0002
H 0.700 -1.717 -2.709 -0.0004
H 1.805 -0.342 -2.187 -0.0003
C -0.642 0.558 -3.376 -0.0017
H 0.492 -0.552 -4.885 0.0000
H 1.388 0.887 -4.185 0.0000
C -1.781 -0.228 -3.993 -0.0002
H -1.448 -1.262 -4.164 0.0000
H -1.996 0.224 -4.967 -0.0001
H -2.690 -0.235 -3.376 0.0000
C -0.872 2.051 -3.314 -0.0013
H 0.028 2.562 -2.958 -0.0002
H -1.750 2.309 -2.705 -0.0002
H -1.060 2.372 -4.337 -0.0002
Gd -0.980 -0.063 0.114 6.7330
C -1.538 1.439 3.208 -0.0048
C -0.177 1.262 3.583 0.1209
C 0.619 2.065 2.725 0.0119
H 0.187 0.625 4.384 0.0064
C -0.252 2.732 1.813 0.1008
C -1.596 2.368 2.129 0.1333
H -2.502 2.737 1.629 0.0029
H -2.393 0.973 3.695 -0.0020
H 1.695 2.189 2.785 -0.0011
H 0.048 3.427 1.033 0.0014
C -3.214 -0.979 1.613 -0.0114
C -3.529 0.276 1.035 -0.0173
C -3.403 0.162 -0.390 -0.0158
H -3.935 1.136 1.584 -0.0005
C -3.020 -1.209 -0.675 0.0048
C -2.925 -1.894 0.573 -0.0094
H -2.788 -2.959 0.708 -0.0002
H -3.292 -1.226 2.666 -0.0001
H -3.649 0.949 -1.119 0.0006
H -2.884 -1.659 -1.656 0.0006
O 3.872 -0.396 -1.321 -0.0004
C 3.408 0.850 -0.682 -0.0010
C 3.760 0.732 0.824 0.0000
H 2.285 0.876 -0.714 -0.0016
H 3.781 1.738 -1.246 -0.0001
C 3.682 -0.795 1.063 0.0001
H 3.045 1.316 1.420 0.0000
H 4.778 1.118 0.989 0.0000
C 3.622 -1.440 -0.359 -0.0002
H 2.817 -1.033 1.701 0.0000
H 4.614 -1.142 1.510 0.0000
H 2.574 -1.805 -0.484 -0.0001
H 4.322 -2.289 -0.486 0.0000
F -1.384 -1.290 4.053 0.0002
Te -0.054 -2.294 3.147 -0.0030
F -1.417 -3.404 2.456 0.0001
F 1.262 -3.343 2.318 -0.0001
F 1.318 -1.263 3.944 0.0001
F -0.049 -3.401 4.670 0.0003
O -0.092 -1.189 1.650 -0.0170
```

Output
Energy above the lowest of the compared OMol25 structures with the same formula, charge and spin ... 2.081 eV
Frontier orbital gap (alpha / beta) ... 6.22 / 4.77 eV
2S+1 ... 8

=====

(6)
# C3H7FO3

A 3-piece molecular cluster, C3H7FO3 overall in a non-equilibrium geometry (the ωB97M-V functional and the def2-TZVPD basis, OMol25).

```
14
Properties=species:S:1:pos:R:3:lowdin_charge:R:1
C -0.266 -1.378 -1.878 0.0293
C -0.922 -0.440 -1.189 -0.2766
O -0.239 0.619 -0.707 -0.0715
H 0.862 -1.082 -2.001 0.1013
H -0.633 -2.288 -2.202 0.0190
H -1.871 -0.488 -0.800 0.0824
H 0.736 0.422 -0.961 0.1104
O 0.898 0.241 1.881 0.0961
C -0.097 0.824 1.821 -0.3696
O -1.322 0.134 1.822 0.0366
H -0.233 1.913 1.781 0.1494
H -2.098 0.729 1.831 0.1135
F 2.764 0.480 -0.157 -0.1251
H 2.421 0.315 0.758 0.1049
```

Output
SMILES ... C=CO.O=CO.F
Energy above the lowest of the compared OMol25 structures with the same formula, charge and spin ... 1.323 eV
Frontier orbital gap ... 9.51 eV
2S+1 ... 1

=====

(7)
# C28H47NO2P2Re

C28H47NO2P2Re as an isolated structure in a non-equilibrium geometry (the ωB97M-V functional and the def2-TZVPD basis, OMol25).

```
81
Properties=species:S:1:pos:R:3:lowdin_spin:R:1
Re 0.316 -0.878 1.143 2.2259
C -0.587 -2.587 2.006 0.0487
C 0.787 -2.868 1.671 0.0184
C 0.762 -1.123 3.214 0.0320
C -0.600 -1.506 2.953 0.0142
C 1.614 -1.958 2.419 0.0925
C -1.833 -3.285 1.551 0.0174
H -1.617 -3.977 0.734 0.0005
H -2.590 -2.564 1.215 0.0022
H -2.275 -3.833 2.398 0.0038
C -1.788 -0.992 3.688 0.0069
H -2.659 -0.921 3.033 0.0000
H -1.579 -0.015 4.134 0.0000
H -2.068 -1.672 4.502 -0.0003
C 1.237 -0.213 4.288 0.0106
H 1.597 -0.751 5.183 0.0017
H 0.424 0.439 4.620 0.0008
H 2.070 0.408 3.948 0.0004
C 3.106 -1.855 2.412 0.0249
H 3.537 -2.460 3.225 0.0075
H 3.438 -0.820 2.580 0.0017
H 3.528 -2.216 1.468 0.0012
C 1.320 -3.925 0.746 0.0062
H 1.787 -4.728 1.341 -0.0004
H 2.087 -3.516 0.068 -0.0004
H 0.516 -4.334 0.122 0.0005
C -1.685 0.607 -3.704 0.0013
C -1.806 -0.728 -3.624 0.0003
C -1.097 -1.716 -4.494 0.0004
C 0.425 -1.465 -4.731 0.0001
C 1.163 -0.830 -3.593 0.0013
C 1.378 0.497 -3.465 0.0024
C 0.701 1.595 -4.247 0.0011
C -0.796 1.370 -4.659 0.0004
H -1.600 -1.760 -5.474 0.0000
H 0.563 -0.869 -5.648 0.0000
H -1.238 -2.711 -4.042 0.0002
H -0.851 0.929 -5.665 0.0000
H -2.380 1.226 -3.106 0.0002
H -2.602 -1.141 -2.991 0.0000
H -1.258 2.370 -4.759 0.0000
H 0.753 2.537 -3.666 0.0003
H 2.218 0.821 -2.851 0.0000
H 1.281 1.766 -5.171 0.0002
H 0.886 -2.441 -4.947 0.0000
H 1.670 -1.519 -2.911 0.0000
P -1.269 -0.141 -0.465 0.0952
P 1.895 0.983 0.408 0.0366
C -0.377 1.250 -1.263 0.0501
C 0.837 1.982 -0.687 0.0206
H -1.143 1.991 -1.517 0.0035
H -0.067 0.737 -2.177 0.0022
H 1.472 2.318 -1.517 0.0004
H 0.488 2.866 -0.141 0.0004
C 2.639 2.130 1.578 -0.0015
H 3.429 1.625 2.145 -0.0001
H 1.882 2.514 2.272 -0.0004
H 3.074 2.961 1.008 -0.0010
C 3.236 0.268 -0.583 0.0123
H 3.499 0.950 -1.402 0.0010
H 2.943 -0.707 -0.999 0.0027
H 4.106 0.118 0.069 0.0003
C -3.044 -0.020 -0.547 0.0092
H -3.475 -0.657 0.241 0.0003
H -3.428 -0.324 -1.532 0.0009
H -3.314 1.025 -0.325 0.0002
C -0.598 -1.685 -1.236 0.0500
H 0.262 -2.166 -0.721 0.0147
H -0.197 -1.386 -2.204 0.0072
H -1.356 -2.454 -1.364 0.0019
O -2.244 2.913 0.309 0.0011
C -1.806 3.039 1.458 0.0078
C -1.891 4.361 2.206 0.0077
C -1.571 3.998 3.624 0.0100
C -1.124 2.549 3.512 0.0082
O -0.772 1.950 4.537 0.0065
N -1.192 2.080 2.231 0.1258
H -1.104 5.021 1.820 0.0003
H -2.856 4.835 2.042 0.0003
H -0.759 4.621 4.007 0.0004
H -2.431 4.066 4.300 0.0004
```

Output
Energy above the lowest of the compared OMol25 structures with the same formula, charge and spin ... 1.294 eV
Charge ... +2
Frontier orbital gap (alpha / beta) ... 6.59 / 4.97 eV
2S+1 ... 4

=====

(8)
# C3H7NS

A 2-piece molecular cluster, C3H7NS overall in a non-equilibrium geometry (the ωB97M-V functional and the def2-TZVPD basis, OMol25).

```
12
Properties=species:S:1:pos:R:3:lowdin_charge:R:1
C -1.197 1.998 0.036 -0.0583
C -1.426 0.702 0.597 -0.7247
N -1.317 -0.234 1.388 -0.1063
S -2.206 -0.733 -0.180 0.6561
H -1.692 2.129 -0.908 0.0825
H -0.175 1.958 -0.142 0.0713
H -1.359 2.877 0.654 0.0996
C 1.869 -1.726 -0.240 -0.0155
H 2.249 -0.771 -0.192 -0.0094
H 2.311 -2.103 -1.178 0.0392
H 2.089 -2.406 0.525 0.0096
H 0.856 -1.691 -0.361 -0.0442
```

Output
SMILES ... CC1=NS1.C
Energy above the lowest of the compared OMol25 structures with the same formula, charge and spin ... 2.419 eV
Frontier orbital gap ... 9.12 eV
2S+1 ... 1